# 1
DFT (ωB97M-V/def2-TZVPD) results for 15 unconnected molecules or ions with the total composition C60H165N15O15 in a non-equilibrium geometry.

```
255
Properties=species:S:1:pos:R:3:mulliken_charge:R:1
H 18.444 16.907 16.602 -0.1425
H 18.465 11.775 25.543 0.2752
H 15.142 10.043 16.401 -0.3418
H 15.107 11.857 14.620 -0.1196
O 16.129 11.816 18.877 -0.5116
H 13.169 16.042 14.238 -0.4206
N 15.115 17.188 12.155 0.1716
C 20.014 8.715 19.806 -1.4673
H 22.417 21.674 15.869 0.4255
O 24.184 15.808 17.829 -0.0642
H 17.806 19.258 11.552 0.6879
H 12.924 21.092 13.280 0.3656
H 14.647 18.277 9.870 0.3675
C 18.356 15.952 16.084 -0.6843
H 13.154 13.374 12.340 0.7856
N 15.724 14.446 10.597 0.2312
H 23.129 9.820 17.090 0.3549
O 13.582 15.643 21.038 -0.4814
C 18.857 12.916 10.438 -0.9165
H 11.843 7.391 17.113 0.3224
H 20.487 14.901 22.175 0.6114
C 18.455 12.845 25.338 -0.9746
H 10.801 15.445 10.391 0.2308
C 25.544 15.588 18.034 -1.0944
C 23.566 15.710 11.708 0.6541
H 15.239 17.646 19.924 0.4841
C 14.956 15.559 20.559 -0.2891
C 19.004 17.108 12.443 -0.5190
H 18.674 10.780 10.457 0.4308
H 28.329 16.150 18.207 0.3625
H 13.828 14.719 22.896 0.2862
H 25.093 19.046 15.869 0.4635
H 17.023 12.163 16.988 0.4862
H 17.397 10.719 12.599 0.3325
C 22.268 14.804 11.879 -0.9345
H 22.734 15.747 16.367 -0.0198
C 20.743 14.061 13.565 -0.6228
N 13.554 18.860 14.848 0.1770
H 24.257 15.675 12.551 -0.0630
C 14.367 13.918 10.711 0.2790
H 22.811 17.621 12.540 0.0590
O 17.919 17.794 13.002 -0.1791
H 21.558 11.402 18.307 0.2946
H 16.561 19.314 12.773 -0.1034
C 23.400 20.031 14.865 1.1094
C 11.577 8.385 16.751 -0.8340
H 23.990 21.841 14.096 0.2657
C 10.490 18.070 16.927 -0.8019
H 19.721 14.563 20.561 -0.0410
H 19.819 10.994 18.426 -0.5830
C 16.861 15.734 15.673 1.3982
C 16.943 10.782 20.980 0.2743
H 16.317 17.718 15.619 -0.4553
H 16.143 19.110 9.591 0.3964
H 20.205 13.952 17.955 0.0445
H 22.326 8.650 15.999 0.2493
H 17.206 15.052 13.665 -0.2443
H 15.618 14.604 14.342 -1.0954
C 13.297 14.698 9.953 -0.8904
N 18.250 16.320 21.922 -0.4675
H 11.366 15.641 12.845 0.1228
C 26.442 16.608 17.272 1.0594
C 14.740 20.492 16.378 -1.1397
C 20.830 10.592 18.363 0.0338
H 20.261 15.738 18.065 -0.2084
H 12.803 16.535 15.771 -0.7326
H 19.149 16.718 22.150 0.2672
N 26.438 17.905 17.821 -0.5520
H 17.466 14.399 21.727 -0.8496
O 12.751 9.159 16.567 -0.2306
H 15.046 14.662 19.946 -0.0307
C 24.265 18.752 15.223 -0.8710
H 22.217 19.517 21.284 0.3406
H 9.624 17.765 14.290 0.4186
H 13.874 22.174 14.356 0.4788
H 17.720 19.172 17.544 -0.4105
H 15.640 15.559 21.408 0.3943
C 10.671 17.649 14.568 -1.1315
H 10.609 14.422 13.568 0.3330
H 25.466 18.177 17.804 -0.0860
H 15.612 15.364 11.003 -0.8687
C 22.290 9.135 16.974 -0.9154
H 16.750 9.756 20.666 0.3625
H 18.920 10.634 21.357 0.2794
C 17.292 11.635 19.721 0.8027
C 14.220 20.203 14.924 1.3233
H 26.180 16.827 16.236 -0.0616
H 19.170 20.000 19.410 0.4797
H 19.709 19.183 16.204 -0.5160
H 16.568 20.197 18.449 0.3853
H 13.969 14.804 12.735 -0.5783
H 17.588 16.679 22.595 0.2598
H 17.342 16.691 20.258 -0.0757
H 17.034 13.713 14.823 0.8240
C 12.438 15.834 15.020 0.4975
H 14.007 7.763 15.675 0.4399
H 18.258 11.552 22.404 -0.0016
C 23.267 17.233 11.629 -1.3623
C 17.132 18.635 12.141 -1.1536
H 17.831 12.357 12.880 -0.3581
H 13.974 20.437 17.151 0.2486
H 10.294 15.765 15.562 0.5441
H 18.994 15.894 15.202 0.0580
H 12.575 14.812 15.374 0.5536
C 21.964 18.199 19.624 1.8543
H 13.478 13.577 21.649 0.1538
C 13.249 21.283 14.303 -1.7088
H 14.089 18.312 15.506 -0.5979
N 24.320 20.893 14.201 -0.7477
N 24.394 15.349 10.616 -0.7659
N 16.831 11.651 10.197 -0.7595
C 16.109 17.850 11.318 1.0779
H 22.022 9.510 19.711 0.5942
O 12.127 13.963 9.883 -0.3686
H 15.161 19.606 11.016 0.3190
C 20.979 9.815 19.635 0.6140
H 17.781 12.582 19.950 -0.1412
H 19.252 13.429 25.798 0.3393
H 16.233 12.420 10.463 -0.0389
H 25.004 16.083 10.287 0.2716
H 15.987 14.716 9.660 0.3133
O 11.013 18.485 15.684 -0.3608
H 11.230 17.963 13.686 0.2591
H 15.260 21.445 16.280 0.4331
O 21.800 14.967 13.217 0.1064
H 13.126 8.820 14.573 0.4134
H 16.167 8.569 14.579 0.3269
C 18.324 14.900 22.175 1.8945
H 16.510 10.184 14.238 -0.0407
H 23.890 14.375 16.300 0.3824
H 16.652 17.071 10.782 0.3158
C 19.676 14.409 21.639 -1.6580
C 21.516 19.368 20.463 -1.1982
H 19.487 16.561 13.254 -0.1134
H 21.581 20.267 19.849 0.4057
N 15.796 9.498 14.438 -0.5439
C 27.873 16.256 17.223 -1.8373
H 10.933 8.788 17.532 0.2417
C 18.134 11.472 12.320 0.5136
H 16.977 17.150 14.392 -0.6226
H 16.071 12.277 22.231 0.1146
H 25.776 14.538 17.856 0.5398
C 19.218 19.212 20.162 -0.5521
H 21.215 18.117 18.837 -0.5430
H 22.400 13.753 11.623 0.4805
H 21.091 10.115 21.620 0.2258
H 22.060 15.997 19.718 0.3541
H 28.330 16.980 16.548 0.4045
H 28.015 15.313 16.696 0.4035
H 12.232 14.635 22.240 0.3417
C 14.299 11.189 14.920 -1.1860
N 16.856 16.612 19.376 1.2111
H 20.027 8.268 20.800 0.4543
C 16.368 12.630 17.723 -0.4924
H 14.885 11.661 21.153 0.2672
H 20.947 13.086 13.121 0.6246
H 15.130 20.040 14.346 -0.3935
H 15.365 10.742 22.560 0.4516
H 20.663 10.362 13.999 0.2251
C 10.946 14.756 9.559 -0.6651
H 17.560 13.107 25.903 0.3595
C 13.644 8.781 15.531 -0.9561
H 19.128 15.107 24.193 0.5736
H 23.315 20.813 16.938 0.3178
H 18.961 8.913 19.607 0.1586
H 23.309 18.927 18.260 0.2078
C 16.682 14.709 14.557 -0.2413
H 19.737 17.810 12.045 0.3880
N 18.059 10.712 21.880 -0.5987
H 12.593 18.956 15.146 0.4393
H 24.314 15.927 15.774 0.1392
H 25.907 15.672 19.058 0.3628
H 17.329 20.779 17.034 0.5974
H 11.043 17.265 17.409 0.2416
H 22.566 17.493 10.836 0.4103
H 22.631 16.797 21.169 0.5975
H 20.664 14.983 16.545 -0.5655
N 16.235 16.901 15.030 1.5184
C 10.937 16.109 14.752 0.2267
C 19.614 10.662 14.005 -0.3472
H 12.315 21.376 14.857 0.3000
H 16.889 11.798 9.200 0.3251
H 18.375 13.777 10.899 -0.0114
C 14.776 9.864 15.390 1.2828
H 15.672 16.637 12.792 -0.6131
H 18.983 9.808 14.251 0.4154
C 16.892 19.875 17.459 -0.5564
H 13.558 17.061 18.465 0.7927
H 23.826 15.174 9.800 0.2749
H 10.898 8.365 15.898 0.3206
H 14.318 15.647 17.855 0.1716
C 18.273 14.631 23.712 -1.3583
H 14.752 17.891 12.784 0.2057
N 20.918 10.659 20.787 -0.6682
O 21.586 19.864 16.610 -0.0121
H 20.290 7.903 19.132 0.3190
H 21.738 11.248 20.809 0.2715
H 19.789 20.856 16.228 0.1607
H 13.762 11.666 15.740 0.4087
H 23.479 17.352 18.763 0.2016
C 20.383 19.993 15.926 0.1109
H 19.914 13.046 10.670 0.1771
H 26.602 17.665 18.788 0.4314
H 24.990 21.066 14.937 0.3525
H 16.729 13.641 17.907 0.0074
H 24.151 17.841 11.435 0.4569
H 14.308 12.896 10.336 0.8448
H 21.572 15.122 11.103 0.4048
H 10.581 18.935 17.584 0.2775
H 18.796 16.420 11.623 0.0684
H 17.304 15.021 24.027 0.4494
C 14.127 13.853 12.227 0.2587
H 19.736 14.366 13.282 0.1276
H 22.611 19.810 14.146 -0.0886
H 20.627 20.003 14.864 0.3242
H 24.686 18.196 14.385 0.3250
C 20.027 14.888 17.424 0.3110
O 19.422 11.009 12.681 -0.4812
O 20.965 9.776 17.188 -0.2105
H 18.777 13.154 9.377 0.4533
H 19.237 18.254 19.642 -0.0521
C 15.748 11.357 21.745 -1.4060
O 18.413 13.255 23.990 -0.2336
H 13.546 15.144 8.990 0.4111
H 19.779 13.376 21.970 0.4775
O 18.749 14.867 16.894 1.1560
H 15.075 17.194 17.482 0.0641
H 16.156 15.437 16.449 -0.7819
H 15.441 12.767 17.165 -0.0074
H 23.712 18.081 15.881 -0.0270
C 22.683 20.636 16.068 -1.5128
C 15.426 16.651 19.521 0.1552
C 23.756 15.424 16.564 -0.4633
O 15.757 19.455 16.660 0.1655
H 22.327 8.381 17.761 0.3322
C 18.108 11.650 10.791 0.0338
H 13.580 11.135 14.103 0.5303
N 10.601 15.427 13.468 -0.6798
C 13.285 14.605 21.958 -0.6078
C 15.470 18.776 10.381 -1.8333
C 21.897 16.858 20.366 -0.9203
H 17.942 11.079 19.045 -0.1378
H 17.173 15.719 19.024 -0.8635
O 20.283 19.274 21.093 -0.4260
H 10.054 14.165 9.347 0.2515
H 19.298 11.568 14.521 -0.0288
H 13.162 15.567 10.597 0.1722
H 14.977 13.339 12.677 -0.4543
H 18.278 19.433 20.668 0.3540
H 11.111 15.309 8.634 0.3004
H 9.443 17.803 16.779 0.3736
H 20.883 16.751 20.752 -0.4856
C 14.540 16.638 18.251 -1.2755
N 23.296 18.302 19.053 -0.6192
H 20.756 13.845 14.633 -0.1034
```

E_tot = -117947.743 eV
multiplicity = 1
ΔE to the lowest compared entry with this formula, charge and spin = 6.365 eV
max |F| = 2.6 eV/Å
HOMO level = -8.595 eV

***

# 2
DFT (ωB97M-V/def2-TZVPD) results for a molecular structure, C60H42BrCdIN2O3S2.

```
112
Properties=species:S:1:pos:R:3:mulliken_charge:R:1
C 0.956 4.967 -6.876 -1.0636
H 0.100 5.803 -2.324 0.5513
H -0.485 -3.184 -3.420 0.4567
C 0.786 -4.093 -0.403 1.1341
H 2.547 6.093 -7.721 0.4180
C 6.548 2.735 -6.658 -1.6315
C 2.608 1.351 5.736 -0.2897
H 7.319 1.986 -6.845 0.4088
C 2.433 0.187 5.049 -0.7801
C -4.965 -0.128 3.037 -0.6828
H -1.354 3.594 -6.683 0.4196
H -4.161 4.585 2.668 0.3462
C 0.733 3.577 -3.408 -0.0411
C -5.658 2.610 -2.465 1.0803
C -4.964 1.428 -2.703 -1.0082
H 1.176 3.518 3.555 0.4875
C 1.585 -5.038 1.649 -0.8556
C 0.827 6.827 -0.603 -1.0648
H 0.335 5.016 -7.763 0.4592
O -0.808 0.989 -1.680 -0.1679
H -7.524 1.838 -3.210 0.3829
H 3.962 5.951 -5.688 0.4535
Br 3.517 1.342 7.411 -0.2427
C -3.589 1.362 -2.538 -0.3334
C 2.183 5.565 -6.849 -0.6794
H -7.639 2.647 -1.646 0.2986
C -0.466 -1.987 -1.629 -0.5439
C 1.564 3.527 -2.176 -0.4859
H -1.007 -1.154 -2.060 0.6124
C 0.465 4.273 -5.743 1.0924
C 4.850 1.237 -3.618 -0.5144
H 2.276 -1.871 3.592 0.3401
C 1.401 -3.803 2.292 -0.6787
C 2.306 2.412 -1.871 0.5960
C 1.540 2.593 3.985 -0.5943
C -7.153 2.677 -2.624 -1.6035
H 7.031 3.594 -6.191 0.3329
C 1.330 -5.179 0.315 -0.9247
H -5.510 0.545 -3.014 0.3671
H -2.228 2.494 -4.670 0.6093
H 1.611 -3.740 3.351 0.5579
C -4.030 2.439 2.511 1.4456
C 4.142 2.184 -6.133 -0.8011
S 2.196 0.868 -2.835 0.8059
C -0.190 -3.140 -2.381 -1.2521
O 2.723 -0.175 -1.922 -0.7253
H 3.722 1.474 -0.560 0.6468
H 0.647 -5.105 -2.299 0.4317
C 1.641 -1.094 3.156 -0.2160
C -2.903 2.498 -2.150 -0.0432
H -6.607 0.829 4.054 0.3916
H -7.452 3.605 -3.110 0.3900
H -0.582 3.087 0.933 0.5968
C 2.980 5.497 -5.688 -0.8502
H 1.747 7.651 1.170 0.4264
C 1.361 1.408 3.196 -0.3392
N -0.094 -1.845 -0.379 0.5929
C 2.139 2.568 5.212 -0.4065
H 3.860 2.534 -7.119 0.3494
O 0.912 1.498 2.017 -0.4659
C 0.789 5.787 -1.488 -0.9708
C 5.821 1.686 -4.495 -0.8276
C -2.347 3.966 1.727 -1.1674
C 1.725 6.815 0.484 -0.7146
C -5.695 0.985 3.492 -0.6758
H 6.136 3.050 -7.616 0.3456
C -1.989 1.553 1.400 -1.0730
C -3.812 0.053 2.327 0.3444
Cd -0.416 0.132 0.783 1.4237
C -4.947 3.734 -2.048 -0.8418
C 5.477 2.190 -5.752 1.0141
C 2.524 4.859 -4.571 -0.8415
C 0.430 -4.188 -1.766 -0.6026
C 3.160 1.736 -5.259 -0.3183
H 3.247 5.717 1.502 0.4487
H 2.116 1.725 -5.556 0.6055
C -5.242 2.238 3.212 -0.9551
H 3.983 3.483 0.870 0.3841
C 0.554 -2.858 0.250 -0.1441
C -1.573 2.867 1.307 0.9951
H 5.110 0.833 -2.647 0.4691
C 3.182 2.388 -0.770 -0.7078
C -3.249 1.330 2.042 0.7109
H 3.138 4.812 -3.681 0.5135
H 2.265 3.480 5.782 0.4211
C 1.631 4.662 -1.314 1.2489
H -3.021 4.547 -1.535 0.4426
C -1.266 2.986 -4.648 -0.8804
H -5.322 -1.127 3.244 0.4051
H 1.953 -5.878 2.225 0.3975
C 2.516 4.638 -0.210 1.0057
H 0.158 7.670 -0.730 0.4257
H -5.480 4.654 -1.839 0.3953
H -1.957 4.971 1.606 0.5819
C 3.517 1.299 -3.996 -0.0182
C -3.561 3.756 2.309 -1.1063
H 2.783 -0.748 5.470 0.4535
H 1.513 -6.114 -0.199 0.3957
C 3.311 3.489 0.021 -1.0192
I -2.925 -1.754 1.653 0.0042
H 6.864 1.651 -4.204 0.4166
C -0.517 3.002 -3.453 0.2031
H -3.045 0.439 -2.697 0.3453
H -5.797 3.110 3.540 0.3805
C 1.248 4.240 -4.563 0.6799
C -0.781 3.601 -5.764 -1.3906
C 2.555 5.746 0.669 -0.9708
C 0.968 -2.685 1.610 0.0049
C 1.771 0.170 3.802 0.2066
S -1.145 2.443 -1.835 1.3983
C -3.574 3.681 -1.881 -0.3586
N 0.903 -1.390 2.138 0.3212
```

E_tot = -176403.175 eV
multiplicity = 1
ΔE to the lowest compared entry with this formula, charge and spin = 0.802 eV
max |F| = 0.6 eV/Å
HOMO level = -6.782 eV

***

# 3
DFT (ωB97M-V/def2-TZVPD) results for a molecular structure, C60H46BrCrN3OP3S2Si in a non-equilibrium geometry.

```
118
Properties=species:S:1:pos:R:3:mulliken_charge:R:1
H 2.490 4.689 -1.272 0.3333
C -2.749 4.702 -0.837 -0.8818
C -3.602 2.665 0.087 -0.3094
P 0.529 1.475 1.847 2.0028
H -0.865 4.554 -1.896 0.4944
H -0.138 4.154 2.757 0.5826
H -1.603 -3.470 -5.729 0.4491
C -5.160 -1.353 -3.214 -0.7982
C -0.165 1.700 4.471 -0.0981
C -1.473 -3.147 -3.550 0.5986
C 0.392 -1.416 -3.107 -0.8439
H 1.532 -0.715 -4.786 0.3454
H 4.696 3.144 4.148 0.5430
C 0.717 3.157 1.150 1.7762
C -4.975 -1.966 -1.998 -1.0633
H 4.609 -3.116 1.116 0.3778
C 0.738 -1.400 -4.393 0.1716
H -5.892 -1.706 -3.938 0.4220
C -1.801 -3.877 0.048 0.0736
H 5.421 1.717 -2.906 0.4721
C -2.466 1.965 -0.326 0.6304
C 4.194 -2.947 0.126 -0.0937
C -1.196 -4.323 -2.719 -0.1929
C 2.642 -1.973 -1.433 -0.7967
C 0.854 5.541 1.523 -0.6684
C 1.235 -3.673 2.457 -0.0010
H -5.665 -2.745 -1.733 0.4645
C 3.148 0.271 2.170 0.0176
C -3.285 -0.396 -1.453 1.1085
O -0.111 -1.354 5.710 -0.4854
C -4.427 -0.189 -3.480 -0.8260
H -1.992 -3.772 1.100 0.2556
H 2.037 6.710 0.142 0.3150
N 0.695 -1.485 3.191 0.5651
C 1.461 3.346 -0.028 0.1740
C 4.178 -3.715 -2.176 -1.0286
C -4.014 -1.496 -1.122 -0.2449
H 1.745 2.559 -0.691 0.0185
C 4.888 1.272 3.456 -0.6914
Si 2.193 -1.116 1.180 2.2230
H 4.591 -4.365 -2.927 0.4418
C 4.348 1.760 -2.830 -0.8307
H -3.058 -5.386 -2.684 0.6090
C 2.322 1.323 2.556 -0.4407
C -0.588 1.729 3.241 -0.7914
N -0.724 -3.316 -0.330 0.2681
C -2.844 2.674 4.136 -0.0910
H 0.445 1.622 -3.097 0.6575
P 1.335 -0.683 -1.723 2.5445
C -3.146 1.126 2.891 0.6188
H 0.772 -3.786 -1.757 0.3940
C -2.195 2.515 5.457 -1.3265
H 1.741 3.672 -3.943 0.4218
S -3.595 -0.040 1.743 -0.6553
H -4.783 0.373 -4.357 0.4028
C -2.394 -4.886 -2.087 -1.0172
Cr -0.050 -0.589 0.600 -2.4112
H -2.369 -2.317 2.277 0.7574
C 4.456 0.185 2.698 -0.7938
C 0.184 -4.165 3.284 -1.3485
H 4.151 3.607 -3.992 0.4762
H -1.784 -4.114 4.028 0.4631
H 2.688 -2.793 -3.381 0.7249
H -2.553 -2.860 -3.580 0.0715
C 2.805 2.364 3.338 0.3225
H -4.681 4.544 0.141 0.4738
H -1.335 -1.634 -1.935 -0.7143
H 5.103 -0.672 2.562 0.4335
C 2.253 0.670 -2.444 -0.1829
C 3.114 -2.801 -2.432 -0.1443
H -2.950 5.691 -1.221 0.4159
H -1.944 2.889 2.131 0.6863
S 0.964 -1.846 4.868 0.2540
C -2.684 -4.714 -0.795 -1.0945
H -3.603 -5.066 -0.442 0.5402
C -0.293 -3.518 -1.731 -1.0422
C 0.012 -2.262 -5.404 -1.2322
H 5.595 -4.375 -0.686 0.3851
N -3.828 1.579 3.922 -1.0283
H -2.969 1.153 -2.908 0.5690
H 0.765 6.355 2.252 0.4055
C -1.979 2.174 2.923 0.5578
C -0.705 -2.286 -2.547 1.5700
C -1.455 2.676 -1.046 0.2852
Br -0.238 -5.785 -3.663 -0.1359
H 0.348 -5.156 3.654 0.5486
H 0.881 1.451 4.709 0.5117
H -4.346 2.077 0.575 0.6625
C -1.625 4.046 -1.313 -0.4129
P -2.212 0.221 0.017 1.4574
C -0.989 2.008 5.664 -0.7723
C 2.247 2.801 -3.573 -0.9834
C -3.775 4.017 -0.130 -1.0320
H 1.869 -4.354 1.838 0.3921
C -3.500 0.298 -2.591 -0.3074
H -3.923 -1.990 -0.193 0.4302
C 3.663 2.797 -3.524 -0.8982
C 1.814 4.632 -0.411 -0.3708
C -0.521 -1.471 2.450 1.7564
H 4.147 -0.046 -1.781 0.7211
C -0.950 -3.057 -4.968 -1.2684
H 0.271 -2.177 -6.399 0.5950
C 1.527 1.660 -3.123 -0.0014
H 2.056 3.094 3.777 0.2635
C -1.079 -3.672 3.372 -1.0855
H -0.584 2.079 -1.416 -0.7798
H -2.757 2.834 6.386 0.2427
H 5.942 1.236 3.649 0.3845
C -1.390 -2.422 2.778 -1.3844
H -3.266 3.591 3.922 0.7732
C 0.329 4.331 1.836 -1.4046
C 3.125 -2.094 -0.102 0.3315
C 4.735 -3.743 -0.910 -0.7685
C 1.464 -2.312 2.320 -0.7395
C 4.136 2.378 3.765 -1.3411
C 1.548 5.719 0.334 -0.7778
C 3.647 0.713 -2.278 -1.0049
H -0.546 1.817 6.669 0.4019
```

E_tot = -225352.774 eV
multiplicity = 4
ΔE to the lowest compared entry with this formula, charge and spin = 8.535 eV
max |F| = 3.9 eV/Å
HOMO level (alpha / beta) = -6.425 / -6.372 eV
<S²> = 3.8266